68
Properties=species:S:1:pos:R:3:forces:R:3:mulliken_charge:R:1 method="wB97M-V/def2-TZVPD" e_lumo_ev=-4.641 e_above_lowest_kj_mol=0.00 e_tot_ev=-39561.81717 orbital_gap_ev=6.15 charge=+1
C -0.7799 4.0128 -2.2868 -0.1 0.3 -0.3 -1.418
C 0.6782 3.6353 -2.0256 -0.1 -0.5 0.1 1.244
C 1.3433 3.0482 -3.2725 0.1 0.3 -0.2 -1.554
Si 0.9639 2.7081 -0.4216 1.0 2.0 -0.1 -0.971
C 2.7728 2.2174 -0.3267 -0.4 -0.3 0.0 1.119
C 2.9857 1.3701 0.9205 0.2 -0.4 0.1 -1.207
C 3.7341 3.4080 -0.3533 0.1 0.1 -0.1 -1.652
C 0.4561 3.8097 1.0059 0.0 -0.7 -0.1 0.926
C -1.0201 3.6468 1.3782 -0.1 0.1 0.4 -1.383
C 0.8187 5.2789 0.7929 0.1 0.3 0.2 -1.617
O 0.0030 1.2998 -0.0972 -0.1 -3.1 -1.0 -0.111
C -0.0573 0.1235 -0.6663 -0.9 3.0 1.0 1.240
C 0.5638 -0.1200 -1.9695 0.7 -1.4 -0.7 -1.257
C -1.0553 -0.8425 -0.1385 -0.5 0.6 -1.3 -1.405
H -0.8353 4.5808 -3.2270 -0.1 -0.1 0.2 0.442
H -1.4207 3.1269 -2.3950 0.1 0.2 0.0 0.238
H -1.1960 4.6508 -1.4967 0.1 -0.2 -0.2 0.287
H 1.2286 4.5604 -1.7726 -0.1 -0.2 0.0 0.212
H 1.3158 3.8094 -4.0674 0.0 -0.3 0.1 0.481
H 2.3971 2.7866 -3.1083 -0.3 0.0 -0.1 0.313
H 0.8110 2.1651 -3.6452 0.1 0.2 0.0 0.274
H 2.9449 1.5937 -1.2188 0.3 0.1 0.2 0.288
H 4.0504 1.1349 1.0495 -0.2 0.1 0.1 0.555
H 2.6257 1.8692 1.8321 0.2 -0.1 -0.2 0.244
H 2.4651 0.4148 0.8272 0.2 0.3 0.0 -0.423
H 4.7642 3.0391 -0.2542 -0.2 0.1 0.0 0.502
H 3.6751 3.9734 -1.2903 0.0 0.0 0.2 0.366
H 3.5537 4.0965 0.4829 0.0 -0.2 -0.2 0.284
H 1.0608 3.4077 1.8331 -0.1 0.2 0.1 0.363
H -1.2398 4.2752 2.2525 -0.1 -0.1 -0.2 0.468
H -1.6905 3.9609 0.5669 0.1 -0.1 0.2 0.252
H -1.2580 2.6112 1.6496 0.0 0.2 -0.1 0.181
H 0.7627 5.8008 1.7576 0.0 0.0 -0.2 0.467
H 1.8360 5.4238 0.4081 -0.2 0.0 0.1 0.320
H 0.1182 5.7769 0.1084 0.2 -0.2 0.1 0.294
H 0.3336 -1.1679 -2.2147 0.3 0.3 -0.1 0.634
H 0.1422 0.4885 -2.7947 0.1 0.0 0.7 0.177
H 1.6654 -0.0395 -1.9716 -0.4 0.3 0.1 0.216
H -1.3138 -1.4118 -1.0418 -0.1 -0.1 0.4 0.574
H -1.9601 -0.2789 0.1585 0.5 0.0 -0.1 0.346
C -5.4898 -6.2236 0.4781 0.0 0.2 0.4 -0.813
O -5.2343 -5.2293 1.4931 0.3 -0.1 -0.5 -0.452
C -4.1634 -4.4174 1.3051 0.4 0.4 0.0 0.880
C -3.8875 -3.4699 2.3257 0.0 -0.6 -0.7 -0.898
C -2.7733 -2.6546 2.2220 0.1 -0.1 -0.3 -0.421
C -1.9301 -2.7386 1.1095 0.0 0.1 -0.3 0.144
C -0.7391 -1.8003 0.9833 0.3 -1.4 1.5 0.975
C 0.6155 -2.5310 0.8723 -0.3 -0.2 0.3 0.119
C 1.7464 -1.7859 1.1998 0.1 -0.1 -0.4 -1.000
C 3.0223 -2.2428 0.8722 -0.1 -0.4 0.1 -0.662
C 3.1750 -3.5490 0.3851 -0.1 0.3 0.0 -0.676
C 2.0628 -4.3818 0.2670 -0.2 0.2 0.2 -0.645
C 0.7798 -3.8853 0.5393 0.2 0.2 -0.3 -0.225
C -2.2290 -3.6339 0.0760 -0.1 0.3 0.3 -0.685
C -3.3333 -4.4696 0.1606 -0.4 -0.3 0.4 -0.937
H -6.3819 -6.7442 0.8289 0.2 0.0 -0.2 0.243
H -5.6855 -5.7577 -0.4983 0.0 -0.1 0.3 0.328
H -4.6513 -6.9306 0.3905 -0.2 0.2 0.1 0.343
H -4.5414 -3.4130 3.1845 0.0 -0.1 0.0 0.438
H -2.5368 -1.9285 3.0052 -0.2 -0.3 -0.2 0.402
H -0.7021 -1.2183 1.9116 0.1 0.0 -0.1 0.551
H 1.6036 -0.8624 1.7615 0.0 -0.1 -0.4 1.056
H 3.8819 -1.5843 1.0057 -0.2 -0.3 0.1 0.424
H 4.1625 -3.9228 0.1335 -0.1 0.1 0.0 0.402
H 2.1722 -5.4245 -0.0456 0.0 0.4 0.2 0.413
H -0.0768 -4.5613 0.5098 0.3 0.3 -0.2 0.592
H -1.5798 -3.6947 -0.8034 -0.3 0.0 0.3 0.457
H -3.5295 -5.1887 -0.6408 0.1 0.4 0.4 0.338

---

82
Properties=species:S:1:pos:R:3:forces:R:3:mulliken_charge:R:1 method="wB97M-V/def2-TZVPD" e_lumo_ev="2.108 / 2.109" e_above_lowest_kj_mol=35.40 e_tot_ev=-139848.06748 orbital_gap_ev="5.94 / 5.94" charge=-1
Ba 0.2490 0.3401 0.0608 -0.3 0.3 -0.1 1.477
S -0.3408 3.4386 0.4219 0.1 -0.1 0.1 -0.426
C -2.0608 3.8093 0.3027 0.0 0.0 0.0 -0.410
C -2.4666 5.1079 0.6516 0.0 0.0 0.0 -0.511
C -3.7834 5.5287 0.5820 0.0 0.0 0.0 -0.558
C -4.7580 4.6411 0.1411 0.0 0.0 0.0 -0.701
C -4.3861 3.3522 -0.2021 0.0 0.0 0.0 -0.589
C -3.0604 2.8982 -0.1260 0.0 0.0 0.0 0.804
S -2.7577 1.2173 -0.5726 0.1 0.0 0.1 -0.364
H -1.6968 5.7951 0.9829 0.0 0.0 0.0 0.384
H -4.0435 6.5430 0.8632 0.0 0.0 0.0 0.337
H -5.7963 4.9448 0.0707 0.0 0.0 0.0 0.312
H -5.1356 2.6443 -0.5379 0.0 0.0 0.0 0.329
O 3.9043 -5.1910 -0.2921 0.2 0.3 0.2 -0.559
C 3.1567 -5.1428 -1.3698 -0.5 -0.3 0.2 0.490
O 3.2161 -5.9818 -2.2452 0.2 0.1 -0.1 -0.651
C 2.1278 -4.0649 -1.4443 0.1 0.1 0.0 0.269
C 1.2310 -3.9822 -2.4855 0.0 0.0 0.0 -0.634
N 0.4469 -2.9222 -2.2406 -0.1 0.0 0.0 0.021
N 0.7675 -2.2979 -1.1036 0.1 0.1 0.0 -0.079
C 1.7944 -2.9692 -0.6021 0.0 0.0 -0.1 -0.017
C 2.4470 -2.4532 0.6681 0.1 -0.1 0.0 0.554
O 3.3032 -3.1945 1.1996 0.0 -0.1 -0.1 -0.875
O 2.0802 -1.3261 1.0579 0.0 0.0 0.0 -0.602
H 3.6977 -4.4071 0.3428 0.0 -0.1 -0.1 0.489
H 1.1270 -4.6049 -3.3571 0.0 0.0 0.0 0.519
H -0.2761 -2.5284 -2.8173 0.0 0.0 0.0 0.078
O -0.4887 0.1418 2.5620 0.0 0.0 0.1 -0.447
P -1.0964 0.5072 3.8689 0.0 -0.1 0.0 -1.073
N -1.2140 -0.8774 4.7880 0.0 0.0 0.0 0.056
C -1.7442 -0.8428 6.1541 0.0 0.0 0.0 -0.664
C -0.5422 -1.1182 7.0937 0.0 0.0 0.0 -0.711
C 0.6459 -1.3608 6.1477 0.0 0.0 0.0 -0.403
C -0.0271 -1.7406 4.8282 0.0 0.0 0.0 -0.780
N -2.6309 1.0877 3.9364 0.1 0.0 -0.1 0.676
C -2.8787 2.4826 3.5053 0.0 0.0 0.0 0.450
C -4.3909 2.5314 3.3678 0.0 0.0 0.0 -0.713
C -4.7078 1.1643 2.7659 0.0 0.0 0.0 -0.370
C -3.7416 0.2157 3.4838 0.0 0.0 0.0 -0.554
N -0.1902 1.6883 4.5771 0.0 0.1 -0.1 0.874
C -0.4862 2.3739 5.8232 0.0 0.0 0.0 -0.720
C -0.0328 3.8229 5.5747 0.0 0.0 0.0 -0.884
C 0.9558 3.7409 4.3905 0.0 0.0 0.0 -0.547
C 1.0370 2.2541 4.0232 0.0 0.0 0.0 -0.662
H -2.4988 -1.6268 6.2660 0.0 0.0 0.0 0.523
H -2.2353 0.1092 6.3483 0.0 0.0 0.0 0.277
H -0.7376 -2.0008 7.7047 0.0 0.0 0.0 0.295
H -0.3608 -0.2861 7.7744 0.0 0.0 0.0 0.305
H 1.3322 -2.1246 6.5128 0.0 0.0 0.0 0.503
H 1.2123 -0.4382 6.0021 0.0 0.0 0.0 0.004
H -0.3500 -2.7868 4.8470 0.0 0.0 0.0 0.398
H 0.5917 -1.5923 3.9456 0.0 0.0 0.0 0.319
H -2.3958 2.6933 2.5497 0.0 0.0 0.0 -0.218
H -2.4979 3.1846 4.2475 0.0 0.0 0.0 -0.302
H -4.7082 3.3598 2.7374 0.0 0.0 0.0 0.293
H -4.8532 2.6363 4.3547 0.0 0.0 0.0 0.411
H -4.4802 1.1768 1.6979 0.0 0.0 0.0 -0.189
H -5.7476 0.8641 2.9019 0.0 0.0 0.0 0.458
H -3.3784 -0.5648 2.8133 0.0 0.0 0.0 0.367
H -4.2042 -0.2680 4.3492 0.0 0.0 0.0 0.286
H 0.0835 1.9314 6.6528 0.0 0.0 0.0 0.462
H -1.5470 2.2962 6.0654 0.0 0.0 0.0 0.466
H 0.4173 4.2530 6.4703 0.0 0.0 0.0 0.380
H -0.8888 4.4437 5.3097 0.0 0.0 0.0 0.260
H 1.9383 4.1379 4.6470 0.0 0.0 0.0 0.395
H 0.5826 4.2937 3.5285 0.0 0.0 0.0 0.133
H 1.9170 1.7791 4.4760 0.0 0.0 0.0 0.392
H 1.0657 2.1095 2.9471 0.0 0.0 0.0 0.095
C -2.6064 0.1997 -3.7490 0.0 0.0 0.0 -1.147
As -1.0421 1.3026 -3.5169 0.0 0.0 0.0 0.859
C -1.4448 3.1241 -3.0791 0.0 0.0 0.0 -0.588
C -0.3487 1.4053 -5.3230 0.0 0.0 0.0 -1.283
O 0.1239 0.5709 -2.5894 0.0 -0.2 0.0 -0.672
H -3.4731 0.8275 -3.9483 0.0 0.0 0.0 0.343
H -2.7882 -0.3424 -2.8267 0.0 0.0 0.0 0.313
H -2.4284 -0.4743 -4.5884 0.0 0.0 0.0 0.437
H -2.5102 3.3088 -3.2043 0.0 0.0 0.0 0.323
H -0.8609 3.7664 -3.7389 0.0 0.0 0.0 0.454
H -1.1590 3.2930 -2.0400 0.0 0.0 0.0 -0.104
H -1.0946 1.8287 -5.9965 0.0 0.0 0.0 0.382
H -0.0744 0.4057 -5.6563 0.0 0.0 0.0 0.362
H 0.5392 2.0355 -5.3183 0.0 0.0 0.0 0.391

---

76
Properties=species:S:1:pos:R:3:forces:R:3:mulliken_charge:R:1 method="wB97M-V/def2-TZVPD" e_lumo_ev=1.596 e_above_lowest_kj_mol=125.55 e_tot_ev=-167866.48320 orbital_gap_ev=5.99 charge=-1
Pd 1.1773 -0.8652 -0.6331 -0.2 1.2 0.9 -0.632
C -2.5654 -1.5165 1.8133 0.0 0.0 0.0 -1.652
C -1.7779 -2.8100 1.5912 0.1 0.2 0.1 0.579
C -2.4641 -3.6605 0.5233 0.1 0.0 0.0 -1.369
P -0.0115 -2.3799 1.1568 -0.1 -1.3 -0.2 1.761
C 0.8751 -3.9945 1.4517 0.0 0.2 0.2 0.345
C 2.3454 -3.7168 1.7801 0.0 -0.1 0.0 -1.370
C 0.8136 -4.8229 0.1670 0.0 0.0 0.0 -1.200
C 0.4487 -1.3189 2.5363 -0.2 0.4 -0.1 -0.246
C 0.7070 -1.7446 3.8313 0.0 0.0 0.0 -0.426
C 1.1911 -0.8786 4.8010 0.0 -0.1 0.0 0.673
C 1.3991 -1.3167 6.2266 0.0 0.0 0.0 -1.720
C 1.4931 0.4157 4.3909 0.0 0.1 0.0 -0.933
C 1.2138 0.8680 3.1126 0.1 -0.1 0.0 -1.479
C 0.5881 0.0370 2.1694 -0.2 0.1 -0.1 0.446
N 0.1526 0.4168 0.8802 0.6 -0.5 -0.4 0.773
C 0.0619 1.7217 0.4878 0.0 -0.1 0.3 -0.781
C -0.0406 2.8289 1.3706 -0.1 0.0 -0.1 -1.178
C 0.0677 4.1284 0.9272 0.0 0.0 0.0 -0.969
C 0.2348 4.4390 -0.4226 0.0 0.0 -0.1 0.186
C 0.4063 5.8557 -0.9050 0.0 -0.1 0.0 -1.802
C 0.1338 3.3821 -1.3062 0.0 0.0 0.1 -1.241
C -0.0108 2.0588 -0.8824 0.0 -0.2 0.1 1.812
P -0.5284 0.9472 -2.1925 -0.6 0.2 -0.7 1.895
C -2.2381 1.5904 -2.5994 0.0 -0.1 0.1 0.152
C -3.1590 1.2505 -1.4185 0.0 -0.1 0.0 -1.598
C -2.4345 3.0663 -2.9472 0.0 -0.1 0.0 -1.685
C 0.6158 1.1513 -3.6171 0.1 0.2 0.1 2.043
C 0.0923 1.9514 -4.8082 0.0 -0.1 0.0 -1.690
C 2.0219 1.6118 -3.2231 0.0 0.0 0.0 -1.534
H -3.6039 -1.7480 2.0681 0.0 0.0 0.0 0.603
H -2.1387 -0.9161 2.6168 0.0 0.0 0.0 0.226
H -2.5576 -0.9095 0.9045 0.0 0.0 0.0 0.180
H -1.7285 -3.3700 2.5338 -0.1 0.0 0.0 0.588
H -2.3458 -3.2108 -0.4651 0.0 0.0 0.0 0.138
H -2.0669 -4.6733 0.4859 0.0 0.0 0.0 0.325
H -3.5347 -3.7322 0.7363 0.0 0.0 0.0 0.458
H 0.3921 -4.5344 2.2771 0.1 0.0 0.0 0.518
H 2.7700 -3.0167 1.0554 0.0 0.0 0.0 0.121
H 2.4810 -3.2850 2.7700 0.0 0.0 0.0 0.308
H 2.9211 -4.6451 1.7217 0.0 0.0 0.0 0.480
H 1.3242 -4.2946 -0.6390 0.0 0.0 0.0 0.014
H 1.3267 -5.7787 0.3073 0.0 0.0 0.0 0.463
H -0.2006 -5.0277 -0.1690 0.0 0.0 0.0 0.240
H 0.5347 -2.7866 4.0874 0.0 0.0 0.0 0.260
H 1.3857 -2.4041 6.3101 0.0 0.0 0.0 0.338
H 2.3535 -0.9560 6.6160 0.0 0.0 0.0 0.378
H 0.6135 -0.9226 6.8769 0.0 0.0 0.0 0.316
H 1.9701 1.0937 5.0924 0.0 0.0 0.0 0.363
H 1.5379 1.8551 2.8276 0.0 0.0 0.0 0.765
H -0.2202 2.6440 2.4170 0.0 0.0 0.0 0.827
H 0.0291 4.9328 1.6557 0.0 0.0 0.0 0.354
H 0.9742 6.4510 -0.1886 0.0 0.0 0.0 0.413
H 0.9369 5.8802 -1.8578 0.0 0.0 0.0 0.384
H -0.5583 6.3504 -1.0540 0.0 0.0 0.0 0.295
H 0.1493 3.5945 -2.3696 0.0 0.0 0.0 0.518
H -2.5227 0.9732 -3.4581 0.0 0.0 0.0 0.731
H -2.7917 1.7162 -0.4997 0.0 0.0 0.0 0.200
H -4.1624 1.6338 -1.6187 0.0 0.0 0.0 0.556
H -3.2315 0.1781 -1.2529 0.0 0.0 0.0 0.253
H -2.1758 3.7062 -2.1042 0.0 0.0 0.0 0.338
H -1.8649 3.3860 -3.8163 0.0 0.0 0.0 0.259
H -3.4933 3.2250 -3.1676 0.0 0.0 0.0 0.525
H 0.6926 0.1196 -3.9576 0.0 0.0 0.0 -1.232
H 0.0898 3.0257 -4.6154 0.0 0.0 0.0 0.273
H 0.7650 1.7669 -5.6490 0.0 0.0 0.0 0.454
H -0.9082 1.6431 -5.1140 0.0 0.0 0.0 0.390
H 2.0865 2.7007 -3.1692 0.0 0.0 0.0 0.383
H 2.3455 1.2087 -2.2640 0.0 0.0 0.0 0.249
H 2.7201 1.2588 -3.9851 0.0 0.0 0.0 0.363
S 1.4233 -1.6934 -5.3730 -0.1 0.3 -0.3 -0.407
As 1.5070 -2.6809 -3.5858 0.6 -0.2 -0.2 0.477
S 2.7501 -1.9279 -2.0043 -0.5 0.1 -0.1 -0.299
S -0.9157 -1.0281 -1.9767 0.7 0.3 0.2 -0.663
S 1.0941 -4.6688 -3.6153 -0.3 -0.4 0.3 -0.379
Cl 3.0381 0.1709 0.3471 0.3 -0.3 -0.3 -0.500